Density functional theory data (ωB97M-V/def2-TZVPD) for a cluster of 11 separate species, C21H44O21 in total.

The HOMO energy comes out at -9.983 eV. The value obtained for the gap between HOMO and LUMO is 0.385 Ha. The net charge is 0. Its relative energy (zero: lowest compared OMol25 entry of this formula, charge and spin) is 2.674 eV. The LUMO energy comes out at 0.0180 hartree. The SMILES is O=C1OCCO1.O=C1OCCO1.O=C1OCCO1.O=C1OCCO1.O=C1OCCO1.CO.CO.CO.CO.CO.CO. The value obtained for the total energy is -65484.2855 eV. Its spin multiplicity is 1.

Positions of all 86 atoms, in Å:
O  1.815  0.946  0.613
C  1.199  1.747  0.019
O  1.858  2.940  -0.243
C  0.934  3.876  -0.678
C  -0.223  3.076  -1.152
O  -0.097  1.761  -0.410
H  0.686  4.573  0.112
H  1.368  4.446  -1.545
H  -0.234  2.878  -2.233
H  -1.204  3.489  -0.877
O  -5.532  0.699  5.420
C  -5.056  0.384  4.427
O  -5.363  -0.731  3.701
C  -4.378  -0.957  2.681
C  -3.928  0.466  2.487
O  -4.090  1.139  3.731
H  -3.566  -1.539  3.072
H  -4.819  -1.409  1.736
H  -4.562  0.954  1.743
H  -2.894  0.663  2.194
O  -0.472  1.933  2.870
C  -0.822  1.610  3.950
O  -1.226  2.489  4.923
C  -2.009  1.704  5.853
C  -1.243  0.291  5.726
O  -0.931  0.304  4.315
H  -1.896  2.077  6.879
H  -2.994  1.517  5.508
H  -1.852  -0.578  5.838
H  -0.289  0.201  6.346
O  -0.593  1.525  -5.815
C  0.103  1.209  -4.860
O  0.908  2.075  -4.351
C  1.750  1.310  -3.448
C  0.864  0.084  -3.097
O  0.133  0.020  -4.267
H  2.593  0.884  -4.000
H  2.097  1.909  -2.679
H  0.204  0.318  -2.303
H  1.454  -0.837  -2.966
O  -3.591  0.591  -0.784
C  -3.468  -0.079  -1.756
O  -4.339  -1.029  -2.152
C  -3.873  -1.582  -3.474
C  -2.623  -0.722  -3.771
O  -2.425  0.043  -2.638
H  -3.786  -2.665  -3.354
H  -4.698  -1.390  -4.158
H  -2.804  -0.071  -4.655
H  -1.832  -1.409  -3.976
C  1.878  -3.866  -3.220
O  1.488  -3.469  -1.912
H  1.130  -4.510  -3.651
H  1.951  -2.987  -3.905
H  2.928  -4.357  -3.263
H  2.250  -3.120  -1.394
C  -1.919  -4.554  -1.765
O  -2.277  -3.413  -0.982
H  -1.610  -4.255  -2.815
H  -1.141  -5.155  -1.225
H  -2.871  -5.055  -1.922
H  -1.956  -3.507  -0.063
C  4.466  6.030  2.342
O  4.387  5.327  1.161
H  4.240  7.132  2.176
H  3.609  5.681  2.992
H  5.404  5.859  2.851
H  4.533  4.345  1.416
C  -0.616  -1.191  1.054
O  0.707  -1.539  1.439
H  -1.414  -1.695  1.658
H  -0.835  -0.078  1.105
H  -0.841  -1.486  0.005
H  1.202  -0.715  1.183
C  4.090  -3.315  1.337
O  3.117  -2.830  0.341
H  3.677  -4.192  1.847
H  4.999  -3.573  0.773
H  4.336  -2.467  2.082
H  2.285  -2.626  0.730
C  4.971  0.024  -1.605
O  4.113  -1.106  -1.592
H  5.807  0.059  -0.974
H  5.302  -0.049  -2.637
H  4.439  0.982  -1.356
H  3.916  -1.464  -0.716

=====

Density functional theory data (ωB97M-V/def2-TZVPD) for a cluster of 3 separate species, C21H45B2Br2N6O5S in total.

The HOMO energy comes out at -5.532 eV. The value obtained for the gap between HOMO and LUMO is 0.289 Ha. The net charge is -1. The LUMO energy comes out at 0.0852 hartree. The value obtained for the total energy is -193962.1513 eV. Its spin multiplicity is 1.

Positions of all 82 atoms, in Å:
C  0.851  -6.578  3.071
C  0.450  -5.204  3.641
B  0.312  -4.172  2.432
O  -0.872  -4.146  1.731
C  1.568  -3.242  2.146
O  1.651  -2.389  3.261
B  1.334  -0.982  2.901
C  -0.140  -0.482  3.400
C  -0.263  -0.256  4.914
C  0.372  1.058  5.345
C  -0.620  2.222  5.265
N  0.116  3.511  5.303
C  0.614  3.777  4.024
N  -0.152  3.862  3.021
N  2.027  3.901  3.962
N  2.559  -0.128  3.515
C  3.656  -0.523  3.249
S  5.170  -0.699  2.742
O  1.282  -0.936  1.411
C  1.576  -2.220  0.952
C  1.009  -2.610  -0.392
Br  2.292  -3.541  -1.492
C  -0.183  -2.375  -0.889
C  -0.687  -2.780  -2.235
Br  -1.477  -1.385  0.110
H  1.813  -6.544  2.567
H  0.910  -7.288  3.896
H  0.087  -6.960  2.400
H  1.156  -4.835  4.378
H  -0.526  -5.315  4.127
H  -1.574  -4.292  2.373
H  2.437  -3.882  1.934
H  -0.809  -1.301  3.142
H  -0.377  0.410  2.818
H  -1.332  -0.187  5.158
H  0.093  -1.105  5.493
H  0.654  0.976  6.401
H  1.270  1.298  4.787
H  -1.167  2.172  4.331
H  -1.322  2.177  6.092
H  0.919  3.397  5.909
H  0.396  4.025  2.183
H  2.343  3.809  3.005
H  2.440  3.113  4.452
H  2.653  -2.156  0.723
H  -0.749  -1.936  -2.916
H  -0.092  -3.574  -2.663
H  -1.682  -3.194  -2.083
C  -3.874  0.829  -6.899
C  -2.584  0.024  -7.027
C  -2.145  -0.682  -5.734
O  -1.598  0.157  -4.739
C  -2.536  0.920  -4.000
N  -1.531  0.899  -7.553
H  -3.717  1.796  -6.423
H  -4.285  1.031  -7.890
H  -4.629  0.281  -6.332
H  -2.767  -0.763  -7.764
H  -1.341  -1.376  -5.993
H  -2.961  -1.288  -5.315
H  -3.455  0.358  -3.812
H  -2.763  1.858  -4.512
H  -2.079  1.172  -3.044
H  -0.707  0.341  -7.759
H  -1.231  1.509  -6.797
C  0.073  2.421  -2.994
C  0.819  1.852  -1.788
C  0.665  2.676  -0.501
O  1.395  3.895  -0.459
C  0.840  4.957  -1.206
N  2.227  1.663  -2.150
H  0.604  3.250  -3.461
H  -0.038  1.649  -3.757
H  -0.927  2.760  -2.716
H  0.391  0.868  -1.578
H  1.062  2.077  0.322
H  -0.393  2.862  -0.271
H  -0.253  4.957  -1.159
H  1.171  4.919  -2.247
H  1.209  5.891  -0.781
H  2.698  1.166  -1.399
H  2.669  2.579  -2.157

=====

Density functional theory data (ωB97M-V/def2-TZVPD) for a cluster of 7 separate species, C21H45BClF4N6O10P in total.

The HOMO energy comes out at -8.184 eV. The value obtained for the gap between HOMO and LUMO is 0.315 Ha. The net charge is 0. Its relative energy (zero: lowest compared OMol25 entry of this formula, charge and spin) is 2.493 eV. The LUMO energy comes out at 0.0139 hartree. The SMILES is CC[C@H](F)C(=O)O[C@](CCC(F)(F)F)(B(C)O)P(O)Cl.CC(N)=O.CC(N)=O.CC(N)=O.CC(N)=O.CC(N)=O.CC(N)=O. The value obtained for the total energy is -85282.8384 eV. Its spin multiplicity is 1.

Positions of all 89 atoms, in Å:
C  -0.022  -2.137  -0.458
C  -0.687  -1.005  -1.384
C  -1.495  0.139  -0.594
F  -1.273  0.173  0.822
C  -3.044  0.076  -1.018
O  -3.274  0.306  -2.238
O  -4.152  -0.146  -0.148
C  -4.521  -1.560  -0.039
C  -4.862  -2.273  -1.431
C  -5.218  -3.831  -1.358
C  -4.003  -4.811  -1.759
F  -4.187  -6.001  -0.976
F  -4.206  -5.230  -3.119
F  -2.726  -4.247  -1.598
B  -5.911  -1.544  0.876
C  -7.275  -0.864  0.250
O  -6.005  -2.090  2.206
P  -3.175  -2.404  1.007
O  -3.087  -1.464  2.465
Cl  -3.745  -4.326  1.666
H  0.280  -1.789  0.580
H  -0.764  -3.005  -0.407
H  0.910  -2.506  -1.021
H  0.057  -0.512  -2.116
H  -1.449  -1.542  -2.064
H  -1.109  1.147  -1.003
H  -4.033  -2.167  -2.229
H  -5.768  -1.724  -1.889
H  -6.028  -4.021  -2.158
H  -5.656  -4.199  -0.376
H  -7.071  0.233  -0.057
H  -7.600  -1.397  -0.724
H  -8.158  -0.904  0.968
H  -6.392  -2.993  2.073
H  -3.316  -0.529  2.262
C  4.888  -2.299  0.483
C  3.519  -1.746  0.763
N  3.479  -0.493  1.293
O  2.490  -2.365  0.537
H  4.971  -2.521  -0.583
H  5.027  -3.214  1.059
H  5.675  -1.592  0.754
H  4.298  0.054  1.496
H  2.571  -0.100  1.490
C  1.322  -4.609  -3.323
C  2.089  -3.761  -4.300
N  2.934  -4.427  -5.133
O  1.974  -2.548  -4.359
H  0.253  -4.476  -3.498
H  1.570  -4.294  -2.308
H  1.564  -5.669  -3.428
H  3.061  -5.424  -5.120
H  3.459  -3.879  -5.797
C  -1.675  5.714  0.088
C  -1.382  4.615  -0.895
N  -2.433  4.192  -1.648
O  -0.274  4.116  -1.025
H  -1.050  6.576  -0.145
H  -1.449  5.361  1.095
H  -2.722  6.022  0.052
H  -3.361  4.571  -1.575
H  -2.259  3.454  -2.314
C  3.707  5.024  -0.720
C  4.006  3.922  -1.700
N  2.959  3.500  -2.456
O  5.114  3.425  -1.824
H  4.334  5.886  -0.952
H  3.928  4.672  0.289
H  2.660  5.331  -0.761
H  2.029  3.881  -2.386
H  3.133  2.762  -3.120
C  1.156  8.340  3.322
C  0.075  8.650  2.324
N  -0.748  9.686  2.639
O  -0.073  8.023  1.289
H  2.128  8.443  2.837
H  1.030  7.316  3.677
H  1.122  9.014  4.181
H  -0.664  10.231  3.480
H  -1.481  9.913  1.985
C  5.144  -4.683  4.489
C  6.426  -4.281  3.815
N  7.539  -4.290  4.596
O  6.487  -3.963  2.639
H  4.733  -5.558  3.981
H  4.434  -3.857  4.425
H  5.298  -4.931  5.541
H  7.537  -4.544  5.569
H  8.412  -4.023  4.166

=====

Density functional theory data (ωB97M-V/def2-TZVPD) for a structure of composition C21H45Br15O20S6.

The HOMO energy comes out at -10.081 eV. The value obtained for the gap between HOMO and LUMO is 0.336 Ha. The net charge is 0. The LUMO energy comes out at -0.0342 hartree. The value obtained for the total energy is -1179093.3474 eV. Its spin multiplicity is 1.

Positions of all 107 atoms, in Å:
O  8.558  7.541  -7.001
S  7.811  8.782  -6.677
O  7.783  9.217  -5.281
O  8.254  10.020  -7.606
C  7.812  11.318  -7.181
C  7.319  12.223  -8.343
C  6.051  8.698  -7.254
H  8.561  11.854  -6.598
H  7.053  11.291  -6.399
H  6.587  12.990  -8.088
H  6.941  11.541  -9.105
H  8.185  12.645  -8.852
H  5.536  9.521  -6.758
H  5.599  7.753  -6.954
H  5.979  8.754  -8.340
O  2.265  0.745  1.509
S  1.938  -0.605  1.066
O  0.504  -0.849  1.094
O  2.455  -0.944  -0.392
C  1.812  -2.010  -1.031
C  0.696  -1.448  -1.938
C  2.768  -1.834  2.161
H  1.478  -2.863  -0.440
H  2.627  -2.531  -1.532
H  -0.304  -1.424  -1.504
H  0.750  -2.006  -2.872
H  0.783  -0.488  -2.447
H  2.553  -1.559  3.193
H  3.827  -1.648  1.982
H  2.486  -2.830  1.820
O  6.434  13.329  11.854
S  7.214  12.698  12.922
O  7.352  13.457  14.178
O  6.500  11.196  13.254
C  5.094  11.185  13.443
C  4.547  10.075  12.667
C  8.828  12.025  12.251
H  4.509  12.053  13.140
H  4.735  11.008  14.457
H  5.158  9.181  12.792
H  4.605  10.293  11.601
H  3.559  9.775  13.015
H  9.294  11.292  12.910
H  9.511  12.857  12.079
H  8.656  11.419  11.362
O  13.633  12.720  5.280
S  14.593  12.839  4.153
O  15.146  14.145  3.829
O  15.887  11.802  4.536
C  17.098  12.080  3.873
C  17.748  10.759  3.327
C  13.966  11.964  2.668
H  17.736  12.676  4.526
H  16.958  12.605  2.929
H  18.766  11.059  3.080
H  17.220  10.228  2.534
H  17.915  10.034  4.124
H  14.482  11.007  2.595
H  14.189  12.623  1.829
H  12.920  11.936  2.972
C  0.272  6.190  -1.856
Br  -0.453  5.477  -3.660
Br  -0.618  7.919  -1.264
Br  2.225  6.322  -1.659
H  -0.040  5.377  -1.200
C  -0.693  5.673  5.775
Br  0.933  6.701  5.128
Br  -2.285  6.085  4.609
Br  -1.154  5.907  7.665
H  -0.509  4.632  5.509
C  14.964  5.148  9.189
Br  14.529  5.776  11.060
Br  14.188  3.395  8.747
Br  16.920  4.934  9.175
H  14.689  5.974  8.532
C  5.971  1.898  9.068
Br  6.539  1.345  10.939
Br  4.028  1.536  8.907
Br  7.032  0.884  7.713
H  6.137  2.971  8.970
C  8.403  1.068  -1.832
Br  8.394  -0.127  -3.428
Br  9.660  2.613  -1.902
Br  8.859  0.004  -0.165
H  7.423  1.543  -1.798
C  7.845  6.174  3.450
C  8.141  7.563  2.769
O  8.055  8.480  3.823
S  8.535  7.871  5.282
O  7.523  8.239  6.315
O  9.937  8.303  5.429
O  8.483  6.324  4.737
H  8.361  5.354  2.951
H  6.832  5.949  3.781
H  7.428  7.781  1.974
H  9.168  7.379  2.454
C  15.988  2.405  0.101
C  15.647  1.618  1.450
O  15.056  2.619  2.346
S  15.703  4.071  2.096
O  17.043  4.058  2.652
O  14.736  5.115  2.515
O  15.861  3.804  0.410
H  15.232  2.084  -0.616
H  17.044  2.258  -0.126
H  16.563  1.353  1.979
H  14.896  0.832  1.371

=====

Density functional theory data (ωB97M-V/def2-TZVPD) for a cluster of 9 separate species, C21H45BrN3O32S9 in total.

The HOMO energy comes out at -12.177 eV. The value obtained for the gap between HOMO and LUMO is 0.210 Ha. The net charge is +1. Its relative energy (zero: lowest compared OMol25 entry of this formula, charge and spin) is 4.829 eV. The LUMO energy comes out at -0.2378 hartree. The value obtained for the total energy is -260036.5109 eV. Its spin multiplicity is 1.

Positions of all 111 atoms, in Å:
N  -7.552  -3.996  3.387
C  -6.209  -3.794  3.131
N  -5.647  -4.532  1.899
N  -5.314  -2.860  3.971
C  -4.346  -3.760  4.705
C  -3.165  -2.940  5.540
C  -1.856  -2.553  4.631
C  -2.079  -1.321  3.574
S  -3.290  -0.004  4.126
Br  -4.192  0.749  2.173
H  -7.829  -3.425  4.216
H  -5.809  -3.905  1.064
H  -4.607  -4.608  1.998
H  -4.828  -2.279  3.226
H  -4.982  -4.319  5.546
H  -3.776  -4.519  4.013
H  -2.780  -3.716  6.360
H  -3.602  -2.031  6.172
H  -0.879  -2.347  5.283
H  -1.606  -3.522  3.982
H  -2.344  -1.693  2.480
H  -1.022  -0.777  3.463
H  -4.398  -0.529  4.808
C  1.800  -1.838  0.355
C  2.616  -3.058  0.772
O  3.079  -2.765  2.088
S  1.968  -1.843  2.848
O  1.148  -2.708  3.667
O  2.626  -0.664  3.361
O  1.105  -1.424  1.530
H  2.452  -1.018  0.037
H  1.092  -2.069  -0.446
H  3.457  -3.247  0.101
H  1.987  -3.953  0.827
C  3.009  0.823  -3.626
C  1.774  1.657  -3.296
O  0.665  0.801  -3.556
S  1.098  -0.739  -3.238
O  0.640  -1.071  -1.907
O  0.799  -1.547  -4.397
O  2.709  -0.497  -3.175
H  3.181  0.783  -4.707
H  3.907  1.201  -3.130
H  1.711  2.565  -3.901
H  1.752  1.926  -2.235
C  -2.094  -4.939  -1.359
C  -1.526  -6.282  -1.810
O  -0.144  -6.038  -2.059
S  0.383  -4.882  -1.036
O  1.023  -5.530  0.087
O  1.018  -3.841  -1.811
O  -1.079  -4.348  -0.550
H  -2.275  -4.280  -2.215
H  -3.019  -5.053  -0.787
H  -2.019  -6.662  -2.708
H  -1.599  -7.028  -1.012
C  -7.860  0.795  2.565
C  -8.490  -0.019  3.692
O  -8.927  0.944  4.648
S  -9.365  2.307  3.866
O  -10.801  2.287  3.696
O  -8.657  3.419  4.455
O  -8.678  1.956  2.430
H  -6.849  1.119  2.831
H  -7.828  0.240  1.623
H  -7.785  -0.719  4.145
H  -9.370  -0.567  3.338
C  1.967  -0.008  -9.386
C  0.774  0.638  -8.687
O  1.286  1.129  -7.451
S  2.841  1.575  -7.662
O  2.874  3.004  -7.883
O  3.646  0.915  -6.660
O  3.081  0.834  -9.093
H  2.174  -1.002  -8.975
H  1.821  -0.085  -10.467
H  -0.040  -0.070  -8.513
H  0.397  1.492  -9.259
C  -7.347  6.228  4.470
C  -5.856  5.929  4.337
O  -5.456  6.557  3.121
S  -6.358  7.897  2.895
O  -5.600  9.035  3.366
O  -6.948  7.834  1.579
O  -7.512  7.564  3.998
H  -7.940  5.566  3.830
H  -7.695  6.143  5.503
H  -5.648  4.857  4.305
H  -5.289  6.386  5.155
C  7.178  1.958  -1.145
C  6.809  3.289  -0.495
O  6.562  4.179  -1.581
S  5.948  3.331  -2.832
O  4.508  3.466  -2.805
O  6.742  3.609  -4.006
O  6.329  1.843  -2.286
H  8.216  1.963  -1.492
H  7.024  1.113  -0.470
H  7.605  3.675  0.146
H  5.885  3.201  0.086
C  12.696  1.038  -2.770
C  12.066  0.224  -1.643
O  11.629  1.187  -0.686
S  11.191  2.550  -1.469
O  9.755  2.531  -1.639
O  11.899  3.663  -0.879
O  11.878  2.199  -2.905
H  13.707  1.363  -2.504
H  12.728  0.483  -3.711
H  12.771  -0.476  -1.190
H  11.186  -0.323  -1.996

=====

Q: Which of these has the lowest gap between HOMO and LUMO?
A: C21H45BrN3O32S9

=====

Q: Look up the HOMO energy of the fifth one.
A: -12.177 eV

=====

Q: Which value of LUMO energy does entry 2 give?
A: 0.0852 hartree

=====

Q: What is the spin multiplicity in the third record?
A: 1